Below is a cluster of 7 separate species, C12H38F6NO5P in total, with properties calculated with wB97M-V/def2-TZVPD.

Properties
Charge: 0
Multiplicity: 1

Last column: Löwdin charge in e.
CARTESIAN COORDINATES (ANGSTROEM)
N  -0.92  -0.39  -1.10  0.364
H  -1.13  -1.21  -1.65  0.158
H  -1.35  0.43  -1.49  0.162
H  0.05  -0.17  -0.93  0.160
H  -1.39  -0.45  -0.21  0.149
P  -2.21  3.21  -5.58  0.126
F  -1.60  3.25  -7.08  -0.183
F  -0.88  3.95  -5.02  -0.177
F  -2.98  4.62  -5.85  -0.171
F  -2.78  3.03  -4.10  -0.177
F  -3.38  2.35  -6.26  -0.184
F  -1.50  1.74  -5.36  -0.232
C  5.01  -5.50  2.33  -0.066
C  3.68  -5.17  1.68  -0.505
C  2.72  -4.34  2.52  -0.059
O  4.02  -4.47  0.50  -0.054
H  4.90  -6.10  3.24  0.082
H  5.65  -4.62  2.45  0.088
H  5.57  -6.17  1.67  0.077
H  3.17  -6.12  1.50  0.129
H  3.07  -3.31  2.62  0.078
H  2.53  -4.72  3.52  0.080
H  1.75  -4.22  2.05  0.069
H  4.90  -4.70  0.20  0.081
C  -3.49  6.19  1.25  -0.069
C  -2.07  5.92  1.59  -0.525
C  -1.71  6.21  3.04  -0.059
O  -1.76  4.57  1.27  -0.051
H  -4.06  5.40  1.72  0.079
H  -3.86  6.18  0.23  0.089
H  -3.85  7.11  1.70  0.083
H  -1.45  6.62  1.02  0.138
H  -1.81  7.28  3.23  0.084
H  -0.75  5.80  3.36  0.080
H  -2.41  5.63  3.64  0.075
H  -2.12  4.03  1.98  0.077
C  6.58  0.27  -1.47  -0.078
C  5.22  0.53  -2.14  -0.459
C  5.05  -0.17  -3.53  -0.037
O  4.21  0.04  -1.25  -0.078
H  6.84  -0.78  -1.33  0.073
H  6.68  0.68  -0.46  0.074
H  7.41  0.73  -2.01  0.076
H  5.18  1.62  -2.22  0.133
H  4.25  0.42  -3.98  0.075
H  4.73  -1.19  -3.33  0.073
H  5.96  -0.10  -4.13  0.074
H  4.49  -0.82  -0.92  0.074
C  -4.75  -2.68  2.08  -0.077
C  -4.98  -1.22  2.36  -0.486
C  -5.91  -0.87  3.56  -0.050
O  -3.74  -0.64  2.78  -0.077
H  -4.69  -3.26  2.99  0.078
H  -3.84  -2.84  1.50  0.073
H  -5.58  -3.20  1.60  0.082
H  -5.40  -0.87  1.42  0.136
H  -6.90  -1.13  3.19  0.080
H  -5.95  0.21  3.61  0.078
H  -5.57  -1.22  4.54  0.084
H  -3.59  -0.93  3.68  0.081
O  -1.11  -4.48  -3.20  -0.061
H  -1.16  -4.60  -4.15  0.035
H  -0.97  -5.36  -2.85  0.029

=====

Below is an isolated molecule of C4H12P2, with properties calculated with wB97M-V/def2-TZVPD.

Properties
SMILES string: CC(C)(C)P=[PH3]
Charge: 0
Multiplicity: 1
Relative energy (zero: lowest compared OMol25 entry of this formula, charge and spin): 66.8 kcal per mole

Last column: Löwdin charge in e.
CARTESIAN COORDINATES (ANGSTROEM)
C  1.20  -1.02  -0.29  -0.125
C  -0.29  -0.47  -0.09  -0.873
C  -0.71  -0.47  1.35  -0.115
C  -1.27  -1.28  -1.00  -0.192
P  -0.46  1.06  -1.15  0.591
P  0.61  2.42  -0.04  0.410
H  1.00  -2.16  -0.42  0.098
H  1.67  -0.69  -1.19  0.032
H  1.93  -0.78  0.48  0.057
H  -1.28  0.34  1.55  0.024
H  0.25  -0.43  1.82  0.058
H  -1.09  -1.43  1.74  0.098
H  -1.19  -2.31  -0.82  0.053
H  -2.24  -0.87  -0.83  0.056
H  -0.96  -0.94  -2.02  0.030
H  2.03  2.56  0.27  -0.082
H  0.37  3.60  -0.80  -0.090
H  0.43  2.88  1.44  -0.032

=====

Below is an isolated molecule of C20H19N3O3S, with properties calculated with wB97M-V/def2-TZVPD.

Properties
SMILES string: COc1ccc(-c2nnc(SCC(=O)N3CCc4ccccc4C3)o2)cc1
Charge: 0
Multiplicity: 1
Relative energy (zero: lowest compared OMol25 entry of this formula, charge and spin): 52.4 kcal per mole

Last column: Löwdin charge in e.
CARTESIAN COORDINATES (ANGSTROEM)
C  -7.57  -1.81  -0.35  -0.087
O  -6.35  -1.87  0.36  -0.079
C  -5.40  -0.92  0.12  -0.272
C  -5.54  0.13  -0.79  -0.012
C  -4.51  1.04  -0.95  -0.010
C  -3.34  0.92  -0.20  -0.155
C  -2.29  1.88  -0.37  -0.282
N  -2.18  2.82  -1.26  0.094
N  -1.02  3.46  -1.04  0.040
C  -0.47  2.88  -0.02  -0.673
S  1.04  3.28  0.71  1.018
C  1.18  1.88  1.89  -0.328
C  1.04  0.50  1.26  -0.517
O  0.19  -0.27  1.68  0.048
N  1.87  0.18  0.25  -0.048
C  1.75  -1.11  -0.38  -0.122
C  2.92  -2.00  0.05  -0.106
C  4.22  -1.29  -0.18  -0.173
C  5.41  -2.01  -0.26  -0.038
C  6.62  -1.38  -0.47  -0.085
C  6.65  0.00  -0.59  -0.085
C  5.48  0.73  -0.50  -0.039
C  4.26  0.09  -0.29  -0.146
C  3.01  0.94  -0.21  -0.121
O  -1.21  1.87  0.46  0.069
C  -3.20  -0.14  0.70  0.002
C  -4.22  -1.05  0.86  0.011
H  -8.10  -0.88  -0.13  0.096
H  -7.41  -1.90  -1.43  0.096
H  -8.15  -2.65  0.01  0.093
H  -6.44  0.24  -1.37  0.103
H  -4.61  1.86  -1.64  0.116
H  0.38  1.98  2.64  0.093
H  2.14  2.01  2.38  0.090
H  1.77  -0.97  -1.47  0.139
H  0.80  -1.55  -0.08  0.125
H  2.81  -2.23  1.12  0.132
H  2.89  -2.94  -0.49  0.122
H  5.37  -3.09  -0.17  0.113
H  7.53  -1.95  -0.53  0.102
H  7.59  0.51  -0.75  0.102
H  5.50  1.81  -0.59  0.115
H  2.79  1.34  -1.22  0.143
H  3.20  1.79  0.44  0.090
H  -2.28  -0.25  1.26  0.105
H  -4.13  -1.87  1.55  0.121

=====

Below is a structure of composition C6H24O11Sr2, with properties calculated with wB97M-V/def2-TZVPD.

Properties
Charge: +2
Multiplicity: 1

Last column: Löwdin charge in e.
CARTESIAN COORDINATES (ANGSTROEM)
Sr  -5.81  -7.73  11.51  1.775
Sr  -0.04  -5.45  14.77  1.787
C  -4.79  -1.32  12.37  -0.028
C  -3.66  -2.31  12.71  -0.762
O  -3.74  -3.50  12.33  -0.149
O  -2.69  -1.84  13.39  -0.092
H  -5.56  -1.77  11.74  0.058
H  -4.51  -0.49  11.72  0.075
H  -5.18  -0.85  13.27  0.076
C  -0.89  -11.79  11.89  -0.009
C  -0.72  -10.46  12.67  -0.816
O  0.29  -10.10  13.29  -0.057
O  -1.64  -9.67  12.72  -0.102
H  -0.14  -12.49  12.24  0.065
H  -0.55  -11.74  10.86  0.069
H  -1.88  -12.26  11.87  0.067
C  5.61  -11.78  12.47  -0.158
O  4.96  -10.56  12.20  -0.151
H  6.45  -12.01  11.83  0.082
H  5.91  -11.59  13.50  0.081
H  4.83  -12.51  12.23  0.080
H  4.15  -10.54  12.72  0.064
C  0.74  -11.10  5.14  -0.130
O  0.05  -10.54  6.30  -0.153
H  0.09  -11.76  4.57  0.075
H  1.10  -10.32  4.46  0.077
H  1.52  -11.78  5.48  0.075
H  0.66  -9.99  6.80  0.061
O  -6.06  -11.91  12.42  -0.062
H  -6.13  -12.60  13.07  0.048
H  -6.91  -11.92  11.96  0.026
O  -3.72  -9.15  8.05  -0.068
H  -2.87  -9.54  7.86  0.039
H  -4.26  -9.37  7.29  0.039
O  0.14  -15.07  15.61  -0.047
H  -0.81  -14.93  15.66  0.025
H  0.46  -14.34  15.09  0.021
O  -1.86  -7.85  17.65  -0.068
H  -2.21  -8.65  17.25  0.038
H  -1.93  -8.00  18.59  0.048
O  2.39  -10.33  18.55  -0.050
H  2.38  -9.55  17.99  0.013
H  2.97  -10.94  18.10  0.037

=====

Below is a cluster of 2 separate species, C23H36F2N2O5P in total, with properties calculated with wB97M-V/def2-TZVPD.

Properties
Charge: +1
Multiplicity: 1

Last column: Löwdin charge in e.
CARTESIAN COORDINATES (ANGSTROEM)
C  0.98  1.62  2.26  0.140
C  -0.08  1.11  2.44  -0.101
C  -1.18  0.23  2.83  -0.075
C  -1.86  -0.51  1.68  -0.335
F  -2.72  -1.39  2.41  0.019
N  -2.81  0.27  0.91  0.259
C  -2.72  0.11  -0.38  -0.039
C  -3.69  0.82  -1.30  -0.254
F  -3.17  0.86  -2.56  0.049
C  -4.18  2.19  -0.82  -0.136
C  -3.44  3.40  -1.45  -0.063
C  -1.63  -0.84  -0.69  -0.262
C  -0.56  -0.36  -1.70  -0.090
C  0.12  0.94  -1.30  -0.342
O  -0.74  2.04  -1.59  -0.013
C  1.52  1.08  -1.96  -0.176
N  2.61  1.19  -0.98  0.018
P  -2.39  -2.27  -1.61  0.483
O  -2.94  -1.88  -2.91  -0.216
O  -3.57  -2.83  -0.68  -0.097
O  -1.23  -3.35  -1.79  -0.068
C  -1.12  -1.46  0.71  -0.132
C  0.37  -1.65  0.83  -0.087
C  0.82  -2.18  2.18  -0.228
C  2.04  -1.73  2.67  -0.041
C  2.53  -2.14  3.91  -0.021
C  1.76  -3.00  4.68  -0.269
C  2.27  -3.41  6.05  -0.038
C  0.55  -3.46  4.18  -0.032
C  0.07  -3.06  2.95  -0.033
H  1.85  2.24  2.13  0.052
H  -0.89  -0.51  3.56  0.138
H  -1.94  0.86  3.30  0.137
H  -3.46  0.84  1.43  0.184
H  -4.56  0.15  -1.35  0.176
H  -4.16  2.30  0.26  0.099
H  -5.23  2.25  -1.10  0.118
H  -2.73  3.12  -2.22  0.063
H  -4.19  4.10  -1.82  0.082
H  -2.91  3.94  -0.67  0.075
H  -1.09  -0.17  -2.64  0.130
H  0.14  -1.16  -1.92  0.122
H  0.29  0.96  -0.22  0.095
H  -0.64  2.66  -0.86  0.102
H  1.73  0.17  -2.54  0.114
H  1.58  1.98  -2.57  0.112
H  2.65  2.13  -0.59  0.068
H  2.53  0.50  -0.24  0.041
H  -4.14  -3.32  -1.30  0.109
H  -1.41  -4.17  -1.31  0.111
H  -1.69  -2.38  0.76  0.119
H  0.91  -0.73  0.60  0.082
H  0.67  -2.37  0.06  0.139
H  2.64  -1.04  2.09  0.110
H  3.47  -1.75  4.26  0.120
H  3.28  -3.82  6.01  0.085
H  1.56  -4.10  6.50  0.076
H  2.31  -2.52  6.67  0.086
H  -0.02  -4.13  4.81  0.116
H  -0.89  -3.40  2.57  0.112
C  4.39  2.52  -5.49  -0.092
C  4.34  3.66  -4.49  -0.313
O  3.77  3.25  -3.25  -0.107
H  3.39  2.13  -5.67  0.073
H  4.82  2.84  -6.44  0.076
H  4.99  1.69  -5.10  0.073
H  3.73  4.48  -4.87  0.112
H  5.35  4.05  -4.31  0.110
H  4.31  2.54  -2.90  0.071

=====

| no. | HOMO level (eV) | HOMO-LUMO gap (eV) | largest force on an atom (eV/Å) |
| --- | --- | --- | --- |
| 1 | -10.002 | 8.39 | 2.4 |
| 2 | -7.343 | 7.98 | 3.9 |
| 3 | -7.988 | 8.48 | 1.7 |
| 4 | -11.953 | 2.87 | 5.8 |
| 5 | -11.540 | 7.46 | 2.9 |